1.
A structure of composition C26H26N4O8OsP2 at a distorted geometry, computed with ωB97M-V with the def2-TZVPD basis set.

Last column: Mulliken spin population.
Cartesian coordinates (Å):
1 C 2.65418 -0.83686 -3.97209  0.00
2 C 1.69829 -0.34216 -3.09661  0.11
3 C 0.77207 -1.25404 -2.48892  0.21
4 C 0.86408 -2.63798 -2.72550  0.09
5 C 1.83382 -3.09843 -3.61896  -0.01
6 C 2.72582 -2.20201 -4.20995  0.15
7 C -0.20065 -3.59006 -2.20387  -0.03
8 C -1.52058 -2.83537 -2.11168  0.03
9 C -1.55138 -1.43363 -1.93812  0.00
10 C -2.77842 -0.69890 -2.04750  0.04
11 C -3.95382 -1.40346 -2.28630  -0.02
12 C -3.91348 -2.78358 -2.42679  0.05
13 C -2.71971 -3.49453 -2.38243  -0.01
14 H 3.39862 -0.15296 -4.39886  0.00
15 H 1.84833 -4.16362 -3.84641  0.00
16 H 3.51767 -2.58537 -4.83602  0.00
17 H -0.32361 -4.40013 -2.95947  0.01
18 H -4.90930 -0.87275 -2.29817  0.00
19 H -4.84455 -3.33273 -2.53835  0.00
20 H -2.67330 -4.57588 -2.55632  0.00
21 N -0.30190 -0.78178 -1.68889  0.39
22 Os -0.05833 0.11373 0.01955  0.91
23 C 1.70837 1.12886 -2.73655  0.01
24 H 0.82457 1.69407 -3.07197  0.00
25 H 2.59920 1.63838 -3.13245  0.00
26 C -2.85127 0.80644 -1.88197  0.01
27 H -2.40101 1.36895 -2.71172  0.00
28 H -3.89505 1.16416 -1.86021  0.00
29 P 1.79677 1.17915 -0.91593  0.03
30 P -1.96979 1.23581 -0.34810  0.01
31 C -3.17743 0.99793 0.98563  0.00
32 H -2.66535 1.18658 1.93666  0.00
33 H -4.04064 1.67284 0.92558  0.00
34 H -3.55487 -0.02962 1.00433  0.00
35 C -1.64380 3.00001 -0.42722  0.00
36 H -2.57087 3.58862 -0.42581  0.00
37 H -1.03432 3.31181 0.43351  0.00
38 H -1.08983 3.21687 -1.34721  0.00
39 C 3.34396 0.34437 -0.49479  0.00
40 H 4.18652 0.92463 -0.90442  0.00
41 H 3.41543 0.27921 0.60081  0.00
42 H 3.36338 -0.67772 -0.90116  0.00
43 C 1.95424 2.87244 -0.39643  -0.01
44 H 1.69469 2.96265 0.66715  0.00
45 H 2.99516 3.17645 -0.56126  0.00
46 H 1.26884 3.50496 -0.97146  0.00
47 C -1.07535 -1.20304 0.87565  0.02
48 O -1.65108 -2.12540 1.30197  0.01
49 H 0.08885 -4.24959 -1.36536  0.02
50 O 1.57611 -0.60819 7.49962  0.00
51 N 1.12918 0.45617 7.02707  -0.03
52 O 0.77346 1.41114 7.75676  0.06
53 C 1.00117 0.62099 5.59988  0.22
54 C 1.38257 -0.43215 4.73610  0.07
55 C 1.16874 -0.27590 3.35786  0.06
56 C 0.58361 0.96111 2.86452  0.24
57 O 0.12169 1.18363 1.67410  0.28
58 C 0.38206 2.04105 3.78048  0.06
59 C 0.48013 1.83181 5.12945  0.10
60 N -0.15551 3.29072 3.23082  -0.01
61 O -1.09311 3.82477 3.84474  0.00
62 O 0.33022 3.76926 2.18590  0.01
63 N 1.56699 -1.34319 2.49208  0.27
64 O 2.18326 -2.28911 3.00071  0.43
65 O 1.42162 -1.31375 1.20852  0.14
66 H 1.80456 -1.35597 5.13524  0.02
67 H 0.16007 2.62028 5.81057  0.01

Computed properties:
Energy relative to the best compared isomer or geometry (same formula, charge and spin) (kcal per mole): 0.0
HOMO level (spin up / spin down) (eV): -12.44 / -14.85
Largest force on an atom (eV Å⁻¹): 6.684
Multiplicity: 5
Energy (eV): -70743.953
LUMO energy (spin up / spin down) (eV): -6.56 / -10.06
Net charge: +2


2.
A structure of composition C26H26N4O8P2Pb at a distorted geometry, computed with ωB97M-V with the def2-TZVPD basis set.

Last column: Mulliken charge in e.
Cartesian coordinates (Å):
1 C -2.67662 2.17789 -3.17615  -0.37
2 C -2.31655 0.85411 -2.97048  -0.41
3 C -0.97218 0.44070 -3.25104  0.42
4 C 0.02813 1.43759 -3.34456  0.46
5 C -0.35273 2.76588 -3.52691  -0.62
6 C -1.69705 3.13013 -3.49111  -0.81
7 C 1.45721 1.06758 -3.10815  -0.21
8 C 1.68719 -0.40914 -3.06641  0.35
9 C 0.58019 -1.28803 -3.02415  0.27
10 C 0.78343 -2.61203 -2.51545  -0.28
11 C 2.07524 -3.09892 -2.37083  -0.38
12 C 3.17477 -2.25710 -2.58323  -0.81
13 C 2.97504 -0.91626 -2.89310  -0.58
14 H -3.72203 2.47149 -3.06162  0.49
15 H 0.42401 3.51811 -3.68605  0.49
16 H -1.98835 4.16516 -3.66555  0.41
17 H 2.08951 1.51925 -3.87765  0.59
18 H 2.22163 -4.13566 -2.06333  0.45
19 H 4.18649 -2.64693 -2.47050  0.42
20 H 3.82338 -0.23287 -2.98981  0.52
21 N -0.69518 -0.88692 -3.26225  -0.44
22 Pb 1.98363 1.56386 0.17587  1.70
23 C -3.23990 -0.16442 -2.33323  -1.05
24 H -3.06261 -1.15656 -2.77038  0.43
25 H -4.29201 0.12857 -2.45596  0.70
26 C -0.43532 -3.36455 -2.02819  -1.10
27 H -1.29823 -3.12269 -2.66285  0.48
28 H -0.24882 -4.44752 -2.02218  0.70
29 P -2.94693 -0.31707 -0.52640  0.91
30 P -0.89661 -2.89650 -0.31430  1.21
31 C 0.50258 -3.14147 0.77416  -1.31
32 H 0.19119 -2.93238 1.80809  0.45
33 H 0.84067 -4.18534 0.70651  0.46
34 H 1.32997 -2.46651 0.52118  0.23
35 C -2.25312 -3.96819 0.14352  -1.43
36 H -1.87064 -4.99882 0.20331  0.48
37 H -2.64943 -3.68545 1.12720  0.42
38 H -3.05655 -3.94486 -0.60468  0.46
39 C -2.88019 1.30518 0.22366  -1.33
40 H -3.55789 1.99828 -0.29309  0.43
41 H -3.19763 1.21531 1.27283  0.47
42 H -1.85608 1.69842 0.19953  0.27
43 C -4.32124 -1.23064 0.16503  -1.19
44 H -4.33298 -1.08550 1.25382  0.41
45 H -5.25200 -0.82004 -0.25459  0.45
46 H -4.27547 -2.30138 -0.06171  0.32
47 C -1.26721 -1.07185 -0.23980  -0.28
48 O -0.28980 -0.28980 -0.05277  -0.13
49 H 1.81648 1.52669 -2.05993  -0.56
50 O 3.62930 2.02079 7.50349  -0.54
51 N 2.84758 2.75804 6.86793  0.91
52 O 2.42273 3.84415 7.31432  -0.54
53 C 2.44333 2.35725 5.54160  -0.30
54 C 2.97639 1.17756 4.98500  -0.31
55 C 2.93746 1.04531 3.59595  -0.11
56 C 2.65844 2.24029 2.84169  0.71
57 O 3.26403 2.54479 1.73920  -0.79
58 C 1.59385 3.03160 3.40406  -0.12
59 C 1.61328 3.21026 4.78777  -0.29
60 N 0.48368 3.32923 2.58368  0.94
61 O -0.43416 4.05665 2.96166  -0.49
62 O 0.40515 2.71010 1.42818  -0.62
63 N 2.87111 -0.19586 2.91769  0.94
64 O 2.40662 -0.18876 1.69356  -0.60
65 O 3.14832 -1.25937 3.47072  -0.50
66 H 3.43158 0.41028 5.60782  0.57
67 H 1.03191 3.99888 5.25928  0.57

Computed properties:
Energy relative to the best compared isomer or geometry (same formula, charge and spin) (kcal per mole): 15.6
HOMO level (eV): -11.87
Largest force on an atom (eV Å⁻¹): 3.533
Energy (eV): -73523.994
LUMO energy (eV): -7.69
Net charge: +2


3.
The molecule C26H26N6O4S, computed with ωB97M-V with the def2-TZVPD basis set.

Last column: Mulliken charge in e.
Cartesian coordinates (Å):
1 C -5.43694 4.02620 -4.45135  -0.79
2 O -5.04602 5.21570 -3.81156  -0.42
3 C -4.19322 5.13961 -2.75246  0.59
4 C -3.85021 6.35593 -2.15779  -0.70
5 C -2.99282 6.37542 -1.07887  -0.65
6 C -2.45874 5.20486 -0.56516  -0.63
7 C -2.79752 3.99333 -1.15243  0.21
8 N -2.30964 2.76289 -0.70501  0.16
9 C -1.48354 2.49717 0.34824  0.70
10 O -1.03294 3.34430 1.09502  -0.71
11 C -1.16938 1.06323 0.50497  0.95
12 S -1.57420 -0.08657 -0.76355  -0.45
13 C -0.85449 -1.36656 0.12536  0.63
14 N -0.80116 -2.63490 -0.32389  -0.62
15 C -0.24128 -3.48171 0.46689  -0.14
16 N 0.28072 -3.19258 1.68198  0.13
17 C 0.89460 -4.26195 2.45438  -1.33
18 C 2.07499 -4.80584 1.64142  0.93
19 O 1.89914 -5.75678 0.90041  -0.67
20 N 3.25921 -4.17409 1.73300  0.09
21 C 4.24313 -4.45164 0.70459  -1.11
22 C 4.03004 -3.42122 -0.41615  -0.77
23 N 3.69996 -2.14510 0.17984  0.23
24 C 2.94577 -1.18896 -0.43463  0.89
25 C 2.45446 -1.33170 -1.74402  -0.63
26 C 1.72130 -0.29995 -2.28806  -0.70
27 C 1.49955 0.85498 -1.54685  -0.78
28 C 2.02192 0.90232 -0.26830  -0.57
29 N 2.71041 -0.08315 0.27930  -0.17
30 C 4.20586 -1.94121 1.51438  -0.85
31 C 3.57666 -2.97171 2.47779  -0.55
32 C 0.28017 -1.88680 2.21692  0.48
33 O 0.77922 -1.67923 3.30600  -0.74
34 C -0.34882 -0.93010 1.34391  0.73
35 C -0.51759 0.46847 1.55657  -0.89
36 C -0.02348 1.13958 2.78479  -1.65
37 C -3.66400 3.96210 -2.24698  -0.17
38 H -6.11108 4.32943 -5.25081  0.23
39 H -4.57927 3.50014 -4.88366  0.32
40 H -5.96806 3.35621 -3.76707  0.32
41 H -4.27042 7.26207 -2.56280  0.44
42 H -2.73075 7.31850 -0.62414  0.37
43 H -1.79122 5.22573 0.27808  0.51
44 H -2.63424 1.96876 -1.24059  -0.03
45 H -0.17034 -4.51099 0.14257  0.47
46 H 0.17688 -5.07782 2.57556  0.45
47 H 1.16820 -3.86466 3.43199  0.51
48 H 4.08501 -5.46177 0.32640  0.43
49 H 5.24069 -4.37990 1.14095  0.39
50 H 4.92952 -3.34703 -1.04383  0.31
51 H 3.19717 -3.75955 -1.03774  0.52
52 H 2.65010 -2.21741 -2.32508  0.37
53 H 1.32939 -0.39012 -3.29095  0.43
54 H 0.94434 1.68635 -1.95037  0.49
55 H 1.88716 1.77268 0.36063  0.65
56 H 3.94194 -0.92810 1.81554  0.42
57 H 5.29764 -2.03900 1.50378  0.32
58 H 4.29131 -3.22396 3.27023  0.30
59 H 2.69099 -2.54519 2.94101  0.29
60 H -0.28465 2.19178 2.78294  0.38
61 H 1.05885 1.02897 2.83565  0.29
62 H -0.43683 0.64663 3.66299  0.38
63 H -3.91024 3.00647 -2.68591  0.42

Computed properties:
HOMO level (eV): -7.97
Largest force on an atom (eV Å⁻¹): 0.787
Energy (eV): -55351.561
LUMO energy (eV): -0.10
Net charge: 0